Record 1
Entry from the OMol25 dataset: a structure of composition C36H31FeN3OS2Se (ωB97M-V with the def2-TZVPD basis set).

Output
LUMO energy (alpha / beta)	0.080 / 0.084	Eh
expectation value of S²	1.05
charge	-1
highest occupied orbital energy (alpha / beta)	-4.866 / -4.849	eV
frontier orbital gap (alpha / beta)	7.03 / 7.12	eV
electronic energy	-165758.6864	eV
multiplicity	2

Last column: Löwdin spin population.
Atoms and positions in Å:
1 Fe -0.79710 -0.47862 0.15931  1.189
2 C 2.77633 2.84680 5.23744  0.000
3 C 1.57354 3.18375 4.34562  0.000
4 C 2.08492 3.45465 2.92999  0.000
5 C 0.88960 4.45622 4.86605  0.000
6 C 0.57503 2.02697 4.37906  0.000
7 C 0.02245 1.62620 5.61058  0.001
8 C -0.86203 0.57175 5.70855  0.000
9 C -1.22128 -0.09471 4.54225  0.001
10 S -2.24296 -1.48413 4.33158  -0.003
11 C -1.93006 -1.42339 2.62173  -0.007
12 N -1.16624 -0.44818 2.23932  -0.006
13 C -0.71514 0.30786 3.30725  0.000
14 C 0.19918 1.35657 3.23069  0.001
15 C -2.41410 -2.35631 1.62238  -0.005
16 C -3.28586 -3.40352 1.91229  -0.004
17 C -3.72895 -4.21774 0.88744  0.007
18 C -3.30948 -3.95678 -0.41351  -0.002
19 C -2.44340 -2.90539 -0.68788  0.003
20 C -1.94174 -2.08303 0.32477  -0.046
21 H 3.51590 3.65004 5.18892  0.000
22 H 3.25199 1.92151 4.90795  0.000
23 H 2.48243 2.72493 6.28136  0.000
24 H 2.79518 4.28391 2.95276  0.000
25 H 1.27408 3.73111 2.25269  0.000
26 H 2.59482 2.58590 2.50967  0.000
27 H 1.58915 5.29573 4.83893  0.000
28 H 0.54708 4.33742 5.89537  0.000
29 H 0.02575 4.70812 4.24836  0.000
30 H 0.30581 2.14633 6.51722  0.000
31 H -1.25638 0.26847 6.66993  0.000
32 H 0.60350 1.59770 2.25900  0.000
33 H -3.62017 -3.57338 2.93105  -0.001
34 H -4.40558 -5.03777 1.09229  0.000
35 H -3.66799 -4.57666 -1.22764  0.000
36 H -2.16876 -2.72154 -1.71887  0.000
37 O -2.56948 3.23340 0.15715  -0.004
38 S -1.15186 2.86595 0.20485  0.003
39 N -0.73684 1.45873 0.12570  0.002
40 Se 1.26160 -1.50559 0.82693  -0.066
41 C 2.56075 -0.73790 -0.35479  -0.005
42 C 3.63231 -1.50241 -0.80265  -0.004
43 C 4.58831 -0.91763 -1.61775  0.000
44 N 4.55721 0.35480 -2.01334  -0.003
45 C 3.52176 1.07611 -1.58195  0.001
46 C 2.51324 0.59135 -0.76502  -0.003
47 H 3.71196 -2.54892 -0.53799  0.000
48 H 5.42172 -1.51183 -1.98117  0.000
49 H 3.49103 2.11107 -1.91050  0.000
50 H 1.68615 1.22970 -0.47356  0.000
51 C -3.13949 0.09770 -6.43505  0.004
52 C -2.35589 -0.95980 -5.99190  0.000
53 C -1.86359 -0.98145 -4.69586  0.003
54 C -2.13851 0.06049 -3.80415  -0.001
55 C -2.94901 1.10485 -4.26013  0.003
56 C -3.43789 1.13073 -5.55685  0.000
57 C -1.67872 0.09363 -2.39901  0.013
58 C -0.67959 -0.57249 -1.80066  -0.053
59 C 0.33768 -1.34007 -2.54785  -0.003
60 C 1.15149 -0.68013 -3.47490  -0.005
61 C 2.10949 -1.36323 -4.20376  0.000
62 C 2.27257 -2.73300 -4.03182  -0.005
63 C 1.48842 -3.39768 -3.10122  0.000
64 C 0.54398 -2.70687 -2.35303  -0.005
65 H -3.52028 0.11101 -7.44895  0.000
66 H -2.12595 -1.78135 -6.66020  0.000
67 H -1.26398 -1.82162 -4.37267  0.000
68 H -3.19054 1.91118 -3.57627  0.000
69 H -4.05687 1.95903 -5.88065  0.000
70 H -2.29041 0.74755 -1.77882  0.000
71 H 1.01874 0.38677 -3.61232  0.000
72 H 2.73832 -0.82279 -4.90106  0.000
73 H 3.02145 -3.27044 -4.60118  0.000
74 H 1.62350 -4.46082 -2.93854  0.000
75 H -0.03232 -3.22886 -1.60299  0.000

---

Record 2
Entry from the OMol25 dataset: a structure of composition C36H32BrInN2P2 (ωB97M-V with the def2-TZVPD basis set).

Output
LUMO energy	-0.219	Eh
charge	+2
highest occupied orbital energy	-12.934	eV
frontier orbital gap	6.98	eV
electronic energy	-134613.4254	eV

Last column: Löwdin charge in e.
Atoms and positions in Å:
1 In -0.14204 -0.23515 -0.32122  0.671
2 C 2.36976 -1.08521 1.57895  -0.216
3 P 0.65565 -0.56782 2.06102  1.032
4 C 0.77944 0.93893 3.02442  -0.353
5 C 0.27325 1.00434 4.32061  -0.062
6 C 0.39389 2.18424 5.03947  -0.048
7 C 1.01721 3.28622 4.47152  -0.045
8 C 1.52322 3.21953 3.17859  -0.056
9 C 1.40052 2.05015 2.44701  -0.096
10 C -0.15154 -1.86192 3.00059  -0.388
11 C -1.54166 -1.96843 2.97351  -0.106
12 C -2.17293 -2.94970 3.72056  -0.053
13 C -1.41824 -3.82724 4.48872  -0.042
14 C -0.03381 -3.72312 4.51772  -0.046
15 C 0.60468 -2.74078 3.77661  -0.069
16 C 2.77233 -0.27946 0.38217  -0.414
17 C 3.78017 0.63773 0.18680  -0.034
18 C 3.52872 1.26596 -1.06318  -0.020
19 C 2.39139 0.68796 -1.57555  -0.389
20 C 1.53242 1.04439 -2.75207  -0.216
21 P -0.16941 1.47725 -2.15406  1.020
22 C -1.37069 1.23807 -3.45638  -0.375
23 C -2.70787 1.49810 -3.14455  -0.106
24 C -3.68566 1.33288 -4.10828  -0.052
25 C -3.33502 0.90572 -5.38416  -0.042
26 C -2.00812 0.65455 -5.69793  -0.049
27 C -1.01952 0.82078 -4.73804  -0.069
28 C -0.25845 3.14995 -1.53951  -0.364
29 C -0.10209 4.20148 -2.44547  -0.062
30 C -0.17620 5.50618 -1.99049  -0.043
31 C -0.41521 5.76125 -0.64483  -0.038
32 C -0.58060 4.71651 0.25291  -0.053
33 C -0.50337 3.40657 -0.19334  -0.100
34 N 1.93994 -0.28533 -0.71115  -0.087
35 H 2.34753 -2.16217 1.38551  0.093
36 H 3.03398 -0.90523 2.42503  0.115
37 H -0.20470 0.14307 4.76980  0.110
38 H 0.00584 2.23916 6.04729  0.119
39 H 1.11362 4.20116 5.04048  0.119
40 H 2.01932 4.07615 2.74190  0.119
41 H 1.81656 1.99672 1.44608  0.097
42 H -2.13414 -1.27694 2.38417  0.081
43 H -3.25175 -3.02666 3.70933  0.118
44 H -1.91223 -4.59220 5.07243  0.120
45 H 0.54968 -4.40269 5.12363  0.120
46 H 1.68393 -2.65987 3.81589  0.114
47 H 4.59365 0.85348 0.86128  0.117
48 H 4.12611 2.03447 -1.52732  0.115
49 H 1.40171 0.20476 -3.43970  0.090
50 H 1.94805 1.88855 -3.30370  0.114
51 H -2.98196 1.85475 -2.15706  0.111
52 H -4.71899 1.54610 -3.87112  0.118
53 H -4.09989 0.78010 -6.13845  0.120
54 H -1.73514 0.33903 -6.69549  0.119
55 H 0.01142 0.64127 -5.01141  0.103
56 H 0.07011 4.00401 -3.49720  0.121
57 H -0.05360 6.32633 -2.68443  0.121
58 H -0.48000 6.78363 -0.29770  0.121
59 H -0.77558 4.92103 1.29725  0.116
60 H -0.63498 2.59195 0.51025  0.072
61 C 1.33167 -5.57662 -1.39651  -0.016
62 C 0.20278 -4.61127 -1.18737  -0.213
63 C -1.12272 -5.02080 -1.08554  0.035
64 C -2.14947 -4.10217 -0.90521  -0.045
65 C -1.79760 -2.77663 -0.82466  -0.706
66 Br -3.06385 -1.39077 -0.61733  0.881
67 N -0.53606 -2.35517 -0.90756  -0.076
68 C 0.44636 -3.24777 -1.08612  -0.049
69 H 0.96357 -6.59504 -1.49523  0.091
70 H 2.02649 -5.54843 -0.55648  0.096
71 H 1.89220 -5.32820 -2.29766  0.099
72 H -1.36383 -6.07425 -1.15420  0.138
73 H -3.18194 -4.41130 -0.83665  0.126
74 H 1.44366 -2.82615 -1.15716  0.128

---

Record 3
Entry from the OMol25 dataset: a structure of composition C36H32Cl3N7O3Tl (ωB97M-V with the def2-TZVPD basis set).

Output
LUMO energy (alpha / beta)	-0.235 / -0.235	Eh
charge	+1
highest occupied orbital energy (alpha / beta)	-9.925 / -9.924	eV
frontier orbital gap (alpha / beta)	3.54 / 3.54	eV
electronic energy	-96674.7538	eV

Last column: Löwdin charge in e.
Atoms and positions in Å:
1 Tl 0.29128 -0.45997 0.35572  0.879
2 C 1.30090 0.78366 -3.26855  0.002
3 C 2.35375 0.26526 -2.38048  -0.213
4 C 3.02955 -0.84834 -2.80750  0.003
5 C 4.20244 -1.28126 -2.11265  0.036
6 C 4.76548 -0.62548 -1.02341  -0.063
7 C 4.20792 0.52289 -0.57114  -0.130
8 C 4.81107 1.39674 0.45064  0.011
9 C 3.01242 1.00232 -1.34530  -0.148
10 N 2.39648 2.16051 -1.09977  0.307
11 C 2.78583 3.22251 -0.27717  -0.426
12 O 3.67912 3.94421 -0.62488  0.146
13 C 1.94225 3.42836 0.95954  -0.251
14 C 1.98923 4.60685 1.65099  0.031
15 C 1.11902 4.68796 2.75915  0.006
16 C 0.46199 3.54891 3.17676  0.025
17 C 0.58165 2.41700 2.41763  -0.179
18 N 1.27402 2.34139 1.29704  0.150
19 C -0.23719 1.23200 2.96681  -0.461
20 O -1.25251 1.48942 3.63151  0.031
21 N 0.19935 0.00663 2.61261  -0.086
22 C -0.45001 -1.08731 3.11425  -0.310
23 C 0.26851 -1.92730 3.97057  -0.190
24 C 1.63799 -1.62408 4.39178  -0.058
25 C -0.42447 -3.07634 4.50554  -0.056
26 C -1.71512 -3.38775 4.24697  -0.084
27 C -2.44905 -2.40026 3.54973  -0.039
28 C -1.86210 -1.27908 2.98242  -0.231
29 C -2.72344 -0.28573 2.36293  -0.060
30 H 1.74809 1.54292 -3.85855  0.109
31 H 0.41955 1.18468 -2.80047  0.078
32 H 1.05169 -0.02489 -3.88671  0.060
33 H 2.65859 -1.52357 -3.61823  0.148
34 H 4.82184 -2.10993 -2.52359  0.143
35 H 5.70481 -0.91903 -0.56685  0.136
36 H 5.35324 2.18448 0.01577  0.094
37 H 5.49996 0.83540 1.10718  0.118
38 H 4.03848 1.80291 1.11298  0.097
39 H 2.60949 5.44734 1.36893  0.130
40 H 0.90542 5.67183 3.15777  0.120
41 H -0.16460 3.46943 4.03478  0.122
42 H 1.70584 -0.56029 4.62879  0.085
43 H 2.37889 -1.66275 3.60865  0.015
44 H 1.96823 -2.10373 5.27932  0.077
45 H 0.14328 -3.73245 5.11134  0.093
46 H -2.15797 -4.32089 4.61440  0.112
47 H -3.48779 -2.70159 3.39789  0.114
48 H -3.04879 0.42951 3.13189  0.104
49 H -3.49319 -0.90154 1.87940  0.096
50 H -2.25224 0.28037 1.57978  0.036
51 Cl 3.19659 -2.40592 1.22268  0.615
52 C 3.11204 -4.04514 0.50500  -1.638
53 Cl 4.72683 -4.43259 -0.08000  0.669
54 Cl 2.42480 -5.11723 1.61987  0.744
55 C 2.31900 -3.93021 -0.71179  -0.424
56 N 1.87214 -4.01915 -1.76752  0.217
57 C -2.31901 3.77844 -1.10683  -0.064
58 C -1.28776 3.00168 -0.66341  -0.121
59 N -1.28850 1.63427 -0.72228  0.001
60 C -2.41850 1.11048 -1.28635  -0.077
61 C -3.52271 1.86788 -1.83524  -0.155
62 C -3.36575 3.23986 -1.78745  -0.026
63 C -4.67603 1.30879 -2.59161  -0.040
64 C -4.87053 0.20979 -3.28104  -0.024
65 C -3.90041 -0.88897 -3.60482  -0.283
66 C -4.44426 -2.10915 -3.93634  0.000
67 C -3.54994 -3.11581 -4.26406  -0.123
68 N -2.25754 -2.88973 -4.33422  0.093
69 C -1.89534 -1.67022 -4.00221  -0.206
70 N -2.61323 -0.62965 -3.55928  0.152
71 H -2.20326 4.82110 -0.98116  0.104
72 H -0.44382 3.49652 -0.12786  0.107
73 H -2.48927 0.01539 -1.23015  0.084
74 H -4.04399 3.91971 -2.26395  0.122
75 H -5.52738 2.04532 -2.50439  0.135
76 H -5.77555 0.10727 -3.86782  0.114
77 H -5.48034 -2.32798 -4.01351  0.111
78 H -3.95276 -4.12347 -4.36371  0.121
79 H -0.84858 -1.46237 -4.21239  0.103
80 O -2.04620 -2.48039 -0.85032  -0.108
81 H -1.54955 -3.20213 -0.41096  0.057
82 H -2.48044 -2.76835 -1.65310  0.011